[1]
Here is a 2-piece molecular cluster, C7H8BrOP overall from OMol25. Energies are from ωB97M-V/def2-TZVPD.

Summary:
HOMO level (alpha / beta) ... -7.73 / -9.72 eV
⟨S²⟩ ... 2.01
Kohn-Sham gap (alpha / beta) ... 8.451 / 7.354 eV

```
! RIJCOSX wB97M-V def2-TZVPD def2/J DEFGRID3
* xyz 0 3
C -2.706 -1.295 -0.174
C -1.706 -1.385 -1.070
C -2.466 -0.769 1.104
C -0.443 -0.972 -0.719
C -1.182 -0.405 1.414
C -0.241 -0.643 0.540
C 2.402 2.246 -0.498
O 3.245 0.886 1.767
P 2.376 0.654 0.610
Br 3.001 -0.951 -0.799
H -3.733 -1.380 -0.490
H -1.847 -1.730 -2.136
H -3.257 -0.433 1.680
H 0.444 -1.240 -1.420
H -1.018 -0.017 2.431
H 2.607 3.056 0.144
H 3.089 2.036 -1.285
H 1.436 2.343 -1.099
*
```



[2]
Here is C44H38BBr2N12O7Ti as an isolated structure from OMol25. Energies are from ωB97M-V/def2-TZVPD.

Summary:
HOMO level (alpha / beta) ... -2.82 / -5.91 eV
⟨S²⟩ ... 2.04
Kohn-Sham gap (alpha / beta) ... 4.304 / 7.374 eV

```
! RIJCOSX wB97M-V def2-TZVPD def2/J DEFGRID3
* xyz -1 3
Ti 0.240 0.054 -0.201
Br 4.716 0.209 5.363
C 3.667 0.303 3.785
C 4.211 -0.134 2.565
C 3.386 -0.054 1.464
N 2.135 0.413 1.462
C 1.650 0.919 2.645
C 2.417 0.831 3.840
C 0.445 1.650 2.571
C -0.220 2.153 3.721
C -1.224 3.053 3.553
Br -2.134 3.741 5.070
C -1.597 3.486 2.271
C -0.975 2.872 1.208
N -0.010 1.952 1.306
H 5.218 -0.518 2.483
H 3.777 -0.411 0.522
H 2.037 1.228 4.769
H 0.061 1.829 4.711
H -2.362 4.231 2.110
H -1.287 3.150 0.212
C -4.245 -3.832 -4.103
C -3.439 -4.783 -3.258
C -3.624 -6.159 -3.338
C -2.864 -7.039 -2.579
C -1.889 -6.541 -1.727
C -1.680 -5.173 -1.631
C -2.457 -4.294 -2.386
N -2.250 -2.896 -2.334
C -1.646 -2.205 -1.296
N -2.120 -2.645 -0.098
C -1.676 -2.761 1.249
C -0.777 -1.886 1.840
C -0.365 -2.091 3.148
C -0.864 -3.150 3.881
C -1.811 -3.989 3.313
C -2.229 -3.801 2.001
C -3.293 -4.705 1.427
N -0.868 -1.183 -1.573
C -0.526 -1.006 -2.981
C -1.203 -0.018 -3.695
C -0.851 0.308 -4.993
C 0.181 -0.382 -5.612
C 0.767 -1.449 -4.952
C 0.405 -1.813 -3.653
C 0.933 -3.124 -3.129
H -5.088 -4.346 -4.564
H -3.637 -3.404 -4.907
H -4.630 -3.001 -3.507
H -4.387 -6.546 -4.005
H -3.027 -8.108 -2.660
H -1.274 -7.216 -1.143
H -0.900 -4.781 -0.984
H -2.270 -2.403 -3.211
H -2.864 -3.298 -0.268
H 0.349 -1.391 3.567
H -0.538 -3.303 4.904
H -2.230 -4.805 3.891
H -3.687 -5.351 2.210
H -2.909 -5.345 0.628
H -4.141 -4.137 1.027
H -2.028 0.481 -3.215
H -1.383 1.101 -5.506
H 0.497 -0.121 -6.617
H 1.521 -2.046 -5.457
H 2.005 -3.215 -3.321
H 0.438 -3.941 -3.662
H 0.762 -3.269 -2.067
B -3.223 1.922 -1.641
N -1.727 2.370 -1.857
C -1.504 3.510 -2.521
C -0.148 3.760 -2.564
C 0.412 2.682 -1.889
N -0.536 1.831 -1.464
N -3.371 0.754 -0.650
C -4.532 0.097 -0.459
C -4.513 -0.439 0.815
C -3.259 -0.062 1.322
N -2.573 0.649 0.431
H -3.719 1.595 -2.710
H -3.804 2.893 -1.188
H -2.341 4.077 -2.904
H 0.369 4.586 -3.025
H 1.451 2.510 -1.690
H -5.304 0.106 -1.216
H -5.280 -1.022 1.304
H -2.843 -0.264 2.299
O 6.566 -3.222 -2.833
N 5.597 -3.484 -2.149
O 5.406 -4.565 -1.635
C 4.592 -2.436 -1.932
C 3.458 -2.721 -1.175
C 2.534 -1.719 -1.009
C 2.705 -0.429 -1.556
O 1.725 0.398 -1.334
C 3.876 -0.192 -2.288
C 4.804 -1.201 -2.493
N 4.192 1.122 -2.852
O 4.992 1.162 -3.770
O 3.664 2.101 -2.373
N 1.330 -1.801 -0.342
O 0.933 -2.956 -0.022
O -0.371 -0.797 1.191
H 3.298 -3.692 -0.731
H 5.690 -1.011 -3.076
*
```



[3]
Here is C18H18GaNO4 as an isolated structure from OMol25. Energies are from ωB97M-V/def2-TZVPD.

Summary:
HOMO level (alpha / beta) ... -7.16 / -6.68 eV
Kohn-Sham gap (alpha / beta) ... 6.481 / 5.953 eV

```
! RIJCOSX wB97M-V def2-TZVPD def2/J DEFGRID3
* xyz 0 1
C 0.581 -1.704 3.182
C -0.774 -2.045 3.131
C -1.078 -2.517 1.831
H -1.468 -2.030 3.964
C 0.090 -2.492 1.049
C 1.134 -1.804 1.794
H 2.208 -1.933 1.650
H 1.239 -1.749 4.039
H -2.056 -2.875 1.513
H 0.229 -2.953 0.070
C -1.221 2.353 1.691
C -1.050 1.870 2.980
C 0.366 1.644 3.265
H -1.826 1.793 3.719
C 1.032 1.869 1.861
C 0.027 2.490 1.048
H 0.201 2.983 0.090
H -2.183 2.599 1.247
H 0.748 2.315 4.050
H 2.095 2.128 1.844
Ga 0.877 0.018 0.882
O -0.400 0.136 -0.401
C -1.058 -0.622 -1.397
C -0.154 -1.106 -2.464
H -1.581 -1.480 -0.949
H -1.778 0.084 -1.829
H 0.215 -2.127 -2.367
H 1.228 -1.993 -4.567
C 0.879 -0.962 -4.687
C 0.187 -0.358 -3.579
C -0.173 1.034 -3.707
H -0.640 1.522 -2.845
C 0.078 1.720 -4.884
H -0.196 2.772 -4.952
C 0.664 1.075 -5.981
H 0.803 1.611 -6.916
C 1.063 -0.266 -5.870
H 1.521 -0.768 -6.720
O 0.601 -0.707 5.733
N -0.028 -0.089 4.897
O -1.196 0.240 4.878
O 0.793 0.325 3.705
*
```



[4]
Here is a 8-piece molecular cluster, C33H87B2F8N5O11 overall from OMol25. Energies are from ωB97M-V/def2-TZVPD.

Summary:
HOMO level ... -7.85 eV
Kohn-Sham gap ... 3.891 eV

```
! RIJCOSX wB97M-V def2-TZVPD def2/J DEFGRID3
* xyz 2 1
C 0.645 -0.860 0.399
C 0.633 0.317 1.318
C 1.527 0.205 2.543
O 0.903 1.421 0.529
H 1.710 -0.984 0.205
H 0.077 -0.804 -0.530
H 0.294 -1.786 0.856
H -0.354 0.537 1.724
H 1.191 -0.503 3.300
H 1.608 1.150 3.081
H 2.548 -0.005 2.226
C -3.700 7.422 -2.426
O -4.322 6.162 -2.329
C -4.494 5.617 -0.985
C -5.327 4.412 -1.083
N -4.768 3.411 -2.082
H -4.806 3.874 -2.978
H -3.786 3.274 -1.891
C -5.410 2.032 -2.068
C -6.733 1.997 -2.967
O -6.493 2.641 -4.198
C -7.348 3.691 -4.628
H -4.321 8.167 -1.928
H -3.635 7.631 -3.494
H -2.689 7.356 -2.024
H -5.063 6.306 -0.361
H -3.567 5.418 -0.449
H -6.337 4.733 -1.338
H -5.361 3.932 -0.105
H -5.538 1.758 -1.021
H -4.591 1.514 -2.568
H -7.472 2.523 -2.362
H -7.116 0.988 -3.124
H -8.384 3.366 -4.723
H -7.129 4.067 -5.627
H -7.332 4.408 -3.808
C -4.059 -6.502 -1.818
O -3.203 -5.541 -2.386
C -2.757 -5.978 -3.609
C -1.646 -7.048 -3.514
N -0.568 -6.677 -2.437
H -0.167 -5.776 -2.653
H -0.992 -6.631 -1.521
C 0.507 -7.846 -2.279
C 1.612 -7.433 -1.254
O 2.142 -6.089 -1.410
C 2.999 -5.740 -0.299
H -3.557 -7.466 -1.732
H -4.900 -6.643 -2.496
H -4.358 -6.142 -0.834
H -2.305 -5.120 -4.106
H -3.585 -6.245 -4.265
H -1.173 -7.010 -4.495
H -1.917 -8.083 -3.304
H 0.950 -8.012 -3.261
H -0.013 -8.743 -1.943
H 2.353 -8.223 -1.129
H 1.102 -7.478 -0.292
H 2.342 -5.816 0.568
H 3.371 -4.731 -0.476
H 3.868 -6.397 -0.292
C -3.979 -5.749 6.112
O -3.190 -6.354 7.134
C -3.691 -7.593 7.660
C -2.533 -8.505 8.242
N -1.506 -8.838 7.151
H -1.859 -9.431 6.414
H -1.160 -7.976 6.753
C -0.128 -9.337 7.620
C 0.889 -8.205 7.915
O 0.910 -7.317 6.831
C 0.837 -5.991 7.211
H -4.395 -6.491 5.431
H -3.456 -5.008 5.508
H -4.777 -5.240 6.654
H -4.149 -8.131 6.830
H -4.470 -7.265 8.348
H -2.822 -9.492 8.603
H -1.984 -7.871 8.938
H 0.219 -10.090 6.913
H -0.322 -9.900 8.533
H 1.917 -8.539 8.053
H 0.639 -7.716 8.856
H -0.187 -5.715 7.463
H 1.058 -5.308 6.391
H 1.645 -5.630 7.847
C 6.343 2.701 -5.635
O 5.585 2.560 -4.450
C 5.271 1.231 -4.147
C 4.294 0.579 -5.078
N 2.937 1.244 -5.057
H 2.297 0.503 -5.305
H 2.685 1.428 -4.096
C 2.695 2.385 -5.981
C 1.232 2.862 -6.014
O 0.328 1.790 -5.830
C -0.054 1.168 -7.035
H 6.655 3.741 -5.736
H 5.752 2.370 -6.489
H 7.213 2.047 -5.582
H 4.715 1.325 -3.214
H 6.176 0.645 -3.989
H 4.199 -0.458 -4.754
H 4.687 0.448 -6.086
H 3.037 1.977 -6.932
H 3.208 3.303 -5.696
H 0.976 3.351 -6.954
H 1.051 3.522 -5.165
H -0.753 1.706 -7.675
H -0.460 0.184 -6.801
H 0.813 0.881 -7.629
C 3.228 9.321 -1.288
O 3.550 9.581 0.077
C 4.619 8.826 0.661
C 4.327 7.370 0.796
N 2.947 7.237 1.551
H 2.306 7.847 1.064
H 2.495 6.339 1.451
C 2.950 7.558 3.004
C 2.084 8.793 3.322
O 0.737 8.617 3.015
C -0.072 7.976 4.005
H 2.906 8.294 -1.463
H 4.079 9.541 -1.933
H 2.456 10.012 -1.627
H 4.838 9.296 1.620
H 5.482 8.963 0.010
H 5.191 6.928 1.293
H 4.229 6.923 -0.193
H 3.945 7.531 3.447
H 2.363 6.703 3.338
H 2.438 9.631 2.722
H 2.217 9.102 4.359
H -1.036 7.814 3.524
H -0.134 8.544 4.934
H 0.417 7.055 4.324
B 1.603 -4.137 -7.297
F 1.163 -3.488 -6.172
F 2.339 -5.282 -6.941
F 0.648 -4.436 -8.280
F 2.536 -3.283 -7.851
B 3.546 4.190 9.718
F 4.156 3.815 8.542
F 4.444 4.733 10.635
F 2.589 5.145 9.502
F 2.918 3.116 10.203
*
```



Number 1: largest force on an atom 5.008 eV Å⁻¹. Number 2: largest force on an atom 1.777 eV Å⁻¹. Number 3: largest force on an atom 3.664 eV Å⁻¹. Number 4: largest force on an atom 3.295 eV Å⁻¹.